[1]
{"formula": "C26H37N5O6S", "method": "ωB97M-V with the def2-TZVPD basis set", "symbols": ["S", "O", "O", "O", "O", "O", "O", "N", "N", "N", "N", "N", "C", "C", "C", "C", "C", "C", "C", "C", "C", "C", "C", "C", "C", "C", "C", "C", "C", "C", "C", "C", "C", "C", "C", "C", "C", "C", "H", "H", "H", "H", "H", "H", "H", "H", "H", "H", "H", "H", "H", "H", "H", "H", "H", "H", "H", "H", "H", "H", "H", "H", "H", "H", "H", "H", "H", "H", "H", "H", "H", "H", "H", "H", "H"], "positions_angstrom": [[-0.377, 3.164, 0.581], [-1.403, 6.455, 0.596], [1.171, -2.610, 0.598], [-3.927, -5.842, 1.428], [-0.713, -0.432, -2.699], [0.317, 7.879, 0.681], [1.464, -4.093, 2.083], [1.326, -2.941, 1.960], [-2.381, -3.548, 2.215], [4.106, 0.965, -1.016], [1.879, 2.035, -1.011], [-2.059, -2.974, -2.772], [-2.822, -1.731, -2.927], [-0.485, 0.136, -3.976], [1.541, 5.115, 1.184], [0.094, 1.423, 0.616], [-1.504, -5.435, 3.480], [0.439, 5.794, 2.034], [-2.076, -0.528, -2.325], [1.256, 3.925, 0.498], [1.507, -0.314, -0.208], [-0.257, -0.861, 1.416], [-2.733, -4.574, 3.204], [-0.600, 0.501, 1.412], [-3.967, -5.382, 2.768], [3.146, 6.918, 1.845], [-3.157, -7.014, 1.224], [1.192, 1.071, -0.213], [3.254, 7.885, 2.567], [3.788, 5.065, 0.272], [0.822, -1.236, 0.576], [2.834, 5.693, 1.092], [5.381, 1.003, -1.738], [3.478, 3.879, -0.416], [-3.184, -1.554, -4.399], [2.977, 1.477, -1.792], [-0.323, 6.728, 1.052], [2.210, 3.237, -0.321], [4.781, 5.534, 0.212], [-3.218, -7.697, 2.075], [-1.213, 0.917, -4.212], [-1.121, -2.802, -3.129], [-1.912, -3.147, -1.780], [5.296, 1.414, -2.766], [-4.837, -4.721, 2.821], [-1.424, 0.859, 2.047], [2.558, 0.722, -2.494], [2.320, -0.709, -0.837], [-0.287, 5.029, 2.351], [4.282, 3.448, -1.030], [0.872, 6.375, 2.865], [-3.762, -1.837, -2.375], [6.184, 1.504, -1.157], [-4.165, -6.213, 3.455], [-2.115, -6.759, 1.017], [-1.010, -5.766, 2.566], [5.720, -0.050, -1.877], [3.366, 2.289, -2.456], [-0.802, -1.595, 2.045], [-0.315, 8.600, 0.551], [-2.599, 0.415, -2.533], [-3.167, -2.911, 2.112], [-3.551, -7.522, 0.343], [-2.330, -1.706, -5.060], [-3.592, -0.559, -4.589], [3.501, 8.486, 3.435], [-1.765, -6.319, 4.068], [-3.941, -2.284, -4.689], [-0.766, -4.866, 4.047], [-0.493, -0.636, -4.748], [4.164, 1.371, -0.090], [-2.322, -4.009, 1.309], [-2.990, -4.071, 4.141], [-2.071, -0.646, -1.237], [0.511, 0.583, -3.969]], "smiles": "C#Cc1ccc2c(c1CC(=O)O)Sc1ccc(ON=O)cc1N2CNC.COC[C@@H](C)N.COC[C@@H](C)N"}

=====

[2]
{"formula": "C41H48FN4O2SeW", "method": "ωB97M-V with the def2-TZVPD basis set", "symbols": ["W", "Se", "F", "O", "O", "N", "N", "N", "N", "C", "C", "C", "C", "C", "C", "C", "C", "C", "C", "C", "C", "C", "C", "C", "C", "C", "C", "C", "C", "C", "C", "C", "C", "C", "C", "C", "C", "C", "C", "C", "C", "C", "C", "C", "C", "C", "C", "C", "C", "C", "H", "H", "H", "H", "H", "H", "H", "H", "H", "H", "H", "H", "H", "H", "H", "H", "H", "H", "H", "H", "H", "H", "H", "H", "H", "H", "H", "H", "H", "H", "H", "H", "H", "H", "H", "H", "H", "H", "H", "H", "H", "H", "H", "H", "H", "H", "H", "H"], "positions_angstrom": [[13.206, 9.298, 11.984], [12.501, 7.428, 11.132], [9.933, 14.706, 15.452], [15.011, 11.991, 9.544], [15.802, 7.272, 14.566], [13.657, 10.289, 10.323], [13.959, 8.521, 13.787], [13.816, 11.549, 13.028], [15.422, 9.565, 11.933], [11.742, 10.634, 8.609], [10.616, 6.533, 13.579], [11.130, 11.748, 9.458], [14.820, 8.283, 8.688], [11.243, 10.029, 12.568], [15.519, 14.426, 12.763], [14.526, 11.785, 16.293], [17.179, 10.902, 11.238], [13.647, 9.407, 16.047], [10.940, 11.270, 13.400], [15.952, 8.824, 7.782], [9.635, 11.611, 9.638], [16.073, 9.766, 16.630], [13.223, 8.463, 15.055], [12.962, 10.027, 8.980], [14.838, 11.006, 10.208], [16.130, 8.907, 12.803], [10.379, 12.394, 15.481], [10.614, 11.244, 14.816], [11.808, 9.434, 6.567], [11.067, 12.505, 12.850], [14.173, 14.088, 13.493], [11.488, 7.613, 16.484], [15.898, 10.482, 11.119], [12.966, 8.779, 7.024], [18.048, 10.138, 12.055], [10.315, 13.586, 14.816], [13.568, 9.013, 8.247], [14.639, 6.756, 8.620], [12.265, 7.426, 15.321], [17.512, 9.065, 12.794], [10.653, 13.619, 13.479], [11.512, 13.149, 8.908], [11.771, 8.599, 17.420], [13.938, 12.701, 13.160], [12.958, 5.451, 13.871], [11.874, 6.248, 14.477], [12.829, 9.475, 17.205], [15.300, 8.074, 13.837], [14.858, 10.324, 15.912], [11.201, 10.388, 7.292], [10.683, 6.893, 16.641], [9.334, 10.558, 9.853], [15.744, 15.532, 12.896], [15.916, 9.897, 7.652], [13.128, 10.268, 17.920], [9.233, 12.165, 10.462], [18.106, 8.378, 13.355], [11.233, 8.658, 18.335], [14.523, 6.383, 7.610], [10.836, 9.121, 12.967], [13.619, 5.173, 14.705], [15.898, 9.478, 17.611], [15.302, 14.385, 11.692], [10.469, 14.483, 12.914], [16.901, 8.474, 8.244], [9.941, 12.330, 16.537], [15.538, 6.280, 9.104], [10.973, 13.976, 9.475], [10.527, 10.262, 15.336], [16.473, 8.891, 16.162], [10.418, 10.904, 6.860], [15.146, 10.241, 14.852], [11.420, 9.169, 5.562], [11.612, 11.722, 10.425], [15.216, 12.483, 15.762], [12.589, 13.320, 8.856], [9.053, 11.829, 8.781], [10.276, 5.638, 13.060], [13.653, 6.078, 13.228], [9.767, 7.047, 14.086], [10.799, 7.204, 12.748], [11.140, 13.340, 7.923], [11.496, 5.616, 15.289], [14.706, 11.947, 17.380], [15.920, 8.354, 6.816], [16.866, 10.479, 16.636], [13.717, 6.431, 9.130], [11.425, 12.553, 11.840], [19.094, 10.320, 12.104], [13.365, 14.757, 13.161], [17.534, 11.694, 10.593], [13.264, 8.087, 6.221], [16.284, 13.775, 12.967], [10.796, 10.215, 11.595], [13.554, 12.117, 15.906], [15.055, 8.441, 9.716], [14.144, 14.155, 14.609], [12.589, 4.600, 13.285]], "charge": 1}

=====

[3]
{"formula": "C30H42N8O4S2Ta", "method": "ωB97M-V with the def2-TZVPD basis set", "symbols": ["Ta", "S", "S", "O", "O", "O", "O", "N", "N", "N", "N", "N", "N", "N", "N", "C", "C", "C", "C", "C", "C", "C", "C", "C", "C", "C", "C", "C", "C", "C", "C", "C", "C", "C", "C", "C", "C", "C", "C", "C", "C", "C", "C", "C", "C", "H", "H", "H", "H", "H", "H", "H", "H", "H", "H", "H", "H", "H", "H", "H", "H", "H", "H", "H", "H", "H", "H", "H", "H", "H", "H", "H", "H", "H", "H", "H", "H", "H", "H", "H", "H", "H", "H", "H", "H", "H", "H"], "positions_angstrom": [[0.565, -0.924, 0.368], [-3.281, -0.815, 0.762], [3.327, 1.019, 0.227], [3.294, 0.468, -1.115], [0.769, -0.119, 4.291], [4.560, 0.962, 0.953], [-0.003, -0.327, 2.208], [-5.858, -0.397, 0.390], [2.163, 0.259, 1.077], [-4.481, 0.634, -1.112], [-0.457, -3.025, -0.734], [-0.342, 0.165, -0.696], [-0.744, -2.639, 1.959], [1.903, -1.783, -1.311], [1.840, -2.768, 1.162], [1.426, 6.742, -0.195], [3.028, -2.941, 0.566], [3.150, 3.615, 1.081], [-1.505, 1.036, -2.671], [1.201, -2.453, -2.419], [0.869, 0.077, 3.107], [-2.335, 3.307, -2.619], [-0.808, -4.174, 0.131], [3.136, -2.470, -0.859], [3.907, -3.927, 2.542], [-1.265, 2.384, -0.655], [2.664, -3.786, 3.137], [2.820, 2.701, 0.086], [-2.139, 2.114, -3.288], [2.063, 3.086, -1.010], [-1.016, 1.185, -1.359], [0.240, -3.073, 2.961], [4.092, -3.520, 1.228], [-7.066, 0.151, -0.197], [-1.424, -0.272, -3.409], [1.618, 4.396, -1.100], [2.049, 0.764, 2.460], [-1.545, -3.694, 1.349], [0.328, -3.543, -1.871], [1.916, 5.324, -0.105], [1.641, -3.208, 2.408], [-4.616, -0.152, -0.036], [-0.864, 2.521, 0.782], [-1.915, 3.425, -1.301], [2.692, 4.915, 0.981], [-5.257, 1.153, -1.486], [5.047, -3.634, 0.733], [1.840, 1.839, 2.471], [3.781, 3.311, 1.908], [-7.921, -0.216, 0.361], [-1.071, 3.528, 1.142], [-7.181, -0.160, -1.237], [-0.049, -4.036, 3.389], [0.954, -4.353, -1.487], [0.203, 2.325, 0.909], [-0.303, -3.973, -2.650], [1.027, 4.698, -1.955], [2.947, 5.631, 1.753], [0.605, -1.695, -2.914], [-2.095, 4.346, -0.757], [-7.075, 1.243, -0.144], [-1.746, -4.521, 2.036], [0.252, -2.356, 3.785], [-1.407, 1.803, 1.401], [-1.326, -2.605, -1.064], [2.218, -0.882, -1.684], [0.779, 6.983, 0.650], [-2.503, 1.995, -4.304], [0.866, 6.912, -1.113], [-5.921, -0.997, 1.194], [3.327, -3.332, -1.501], [1.821, 2.369, -1.783], [2.485, -4.121, 4.151], [-2.292, -0.392, -4.057], [-1.384, -4.916, -0.425], [2.950, 0.585, 3.043], [-2.499, -3.256, 1.062], [-1.417, -1.107, -2.707], [0.133, -4.644, 0.426], [-2.832, 4.134, -3.111], [-3.551, 0.946, -1.352], [3.978, -1.790, -0.962], [4.728, -4.365, 3.094], [1.916, -2.840, -3.148], [2.262, 7.443, -0.173], [-1.351, -1.956, 2.395], [-0.535, -0.333, -4.042]], "charge": 1}

=====

[4]
{"formula": "C32H42N2O3", "method": "ωB97M-V with the def2-TZVPD basis set", "symbols": ["O", "O", "O", "N", "N", "C", "C", "C", "C", "C", "C", "C", "C", "C", "C", "C", "C", "C", "C", "C", "C", "C", "C", "C", "C", "C", "C", "C", "C", "C", "C", "C", "C", "C", "C", "C", "C", "H", "H", "H", "H", "H", "H", "H", "H", "H", "H", "H", "H", "H", "H", "H", "H", "H", "H", "H", "H", "H", "H", "H", "H", "H", "H", "H", "H", "H", "H", "H", "H", "H", "H", "H", "H", "H", "H", "H", "H", "H", "H"], "positions_angstrom": [[0.617, -3.467, 0.856], [0.178, -1.330, 0.277], [-2.561, -0.828, 0.229], [5.467, 0.330, 0.352], [-3.294, 4.940, -1.148], [1.982, -3.210, 0.501], [-3.142, -5.085, -0.165], [4.248, 0.495, -0.286], [6.732, 0.797, -0.193], [2.335, 1.886, -0.865], [-4.692, 6.479, 0.013], [2.786, -4.412, 0.913], [2.362, -0.495, -1.433], [-4.215, 5.025, -0.027], [-4.496, -4.722, 0.469], [-2.658, -1.880, 0.859], [-3.209, 6.158, -1.940], [3.622, -0.616, -0.908], [-1.500, 3.579, -0.260], [-2.427, 3.875, -1.293], [-0.623, 1.740, -1.579], [-2.025, -5.324, 0.844], [-4.850, -3.234, 0.562], [7.091, -0.455, 1.905], [7.805, 0.350, 0.812], [3.599, 1.759, -0.324], [-1.581, -2.804, 1.051], [5.615, -0.545, 1.500], [-1.608, 1.994, -2.578], [1.639, 0.727, -1.344], [-0.607, 2.545, -0.406], [-2.450, 3.077, -2.468], [-1.732, -4.116, 1.749], [-4.017, -2.322, 1.462], [0.294, 0.685, -1.746], [-4.078, 7.188, -1.203], [-0.227, -2.412, 0.669], [-3.876, -2.771, 2.454], [-2.287, -6.161, 1.504], [2.407, -5.318, 0.430], [-1.468, 4.211, 0.629], [2.330, -2.308, 1.018], [1.858, -1.353, -1.877], [-1.109, -5.595, 0.305], [-2.164, 6.503, -2.026], [-3.577, 5.976, -2.962], [2.747, -4.555, 1.997], [-2.518, -4.045, 2.511], [-2.848, -4.315, -0.887], [-3.453, 8.026, -0.883], [-1.659, 1.321, -3.436], [-4.355, 6.937, 0.947], [-4.862, -2.801, -0.448], [4.113, 2.615, 0.125], [4.157, -1.566, -0.961], [4.951, -0.213, 2.315], [-4.602, -1.405, 1.608], [1.851, 2.865, -0.886], [-5.276, -5.172, -0.163], [3.826, -4.263, 0.619], [8.554, -0.264, 0.305], [0.090, 2.308, 0.401], [6.717, 1.889, -0.327], [-5.881, -3.178, 0.940], [-4.857, 7.561, -1.871], [5.322, -1.578, 1.246], [-5.067, 4.343, -0.197], [8.296, 1.229, 1.237], [-4.588, -5.198, 1.454], [-3.172, 3.331, -3.243], [-3.726, 4.708, 0.905], [6.921, 0.348, -1.184], [-3.277, -6.018, -0.732], [7.511, -1.457, 2.008], [-0.773, -4.305, 2.250], [-5.782, 6.508, -0.024], [7.164, 0.061, 2.866], [2.036, -3.056, -0.583], [-0.057, -0.216, -2.243]], "e_above_lowest_kcal_mol": 8.5}

=====

no.,LUMO energy (eV)
1,0.34
2,-4.15
3,-2.32
4,-2.19